Record 1
3 unconnected molecules or ions with the total composition C39H55IO11S2 in a non-equilibrium geometry, computed with ωB97M-V/def2-TZVPD.

ORCA input file:
```
! wB97M-V def2-TZVPD RIJCOSX def2/J DEFGRID3
* xyz 0 1
C 6.22 -5.80 -2.61
C 6.73 -5.80 -1.39
C 6.00 -5.35 -0.15
C 6.12 -3.88 0.19
C 5.92 -3.43 1.50
C 5.99 -2.09 1.86
C 6.25 -1.15 0.86
C 6.48 -1.59 -0.44
C 6.43 -2.93 -0.79
C 6.76 -0.54 -1.45
O 7.54 -0.67 -2.35
C 5.96 0.71 -1.25
C 5.48 1.41 -2.34
C 4.68 2.53 -2.11
O 4.23 3.21 -3.23
C 4.35 2.99 -0.83
C 3.46 4.19 -0.59
C 2.30 4.43 -1.57
C 1.39 3.21 -1.77
C 0.23 3.09 -0.77
C -0.73 4.27 -0.81
C -1.88 4.05 0.21
C -3.14 3.49 -0.43
C -4.03 2.75 0.57
C -5.39 2.35 -0.05
C -5.87 0.93 0.34
C -6.46 0.19 -0.87
C -7.46 -0.91 -0.44
C -6.65 -2.19 -0.13
C -7.47 -3.22 0.64
C -6.65 -4.51 0.77
C 4.90 2.29 0.28
C 4.65 2.71 1.72
C 5.80 3.54 2.33
C 5.92 3.31 3.83
I 5.73 5.64 1.86
C 5.69 1.15 0.05
C 6.29 0.31 1.14
O 6.79 0.74 2.14
H 6.72 -6.32 -3.41
H 5.31 -5.26 -2.86
H 7.74 -6.17 -1.25
H 4.94 -5.53 -0.34
H 6.26 -5.96 0.71
H 5.71 -4.16 2.27
H 5.84 -1.77 2.88
H 6.60 -3.19 -1.83
H 5.71 1.08 -3.34
H 3.75 2.58 -3.78
H 3.04 4.16 0.40
H 4.11 5.07 -0.61
H 1.73 5.27 -1.19
H 2.67 4.74 -2.53
H 1.96 2.28 -1.81
H 0.93 3.32 -2.75
H 0.65 2.99 0.23
H -0.35 2.21 -1.05
H -0.25 5.21 -0.55
H -1.19 4.38 -1.79
H -2.13 5.00 0.68
H -1.55 3.37 1.00
H -3.75 4.27 -0.88
H -2.87 2.77 -1.21
H -4.21 3.37 1.45
H -3.54 1.85 0.93
H -6.14 3.06 0.29
H -5.31 2.42 -1.13
H -6.63 1.00 1.12
H -5.02 0.36 0.72
H -5.64 -0.33 -1.37
H -6.92 0.91 -1.54
H -8.19 -1.12 -1.21
H -7.94 -0.64 0.50
H -5.83 -1.85 0.51
H -6.20 -2.61 -1.02
H -8.42 -3.43 0.15
H -7.70 -2.82 1.62
H -5.84 -4.39 1.49
H -7.28 -5.33 1.12
H -6.27 -4.77 -0.21
H 4.63 1.81 2.32
H 3.69 3.19 1.85
H 6.71 3.18 1.87
H 4.98 3.02 4.29
H 6.24 4.23 4.32
H 6.69 2.58 4.04
C -9.69 -1.28 -4.63
C -10.61 -2.48 -4.53
O -9.74 -3.61 -4.66
S -8.32 -3.27 -4.01
O -8.29 -3.78 -2.68
O -7.31 -3.56 -4.96
O -8.51 -1.68 -3.92
H -9.41 -1.07 -5.67
H -10.11 -0.39 -4.18
H -11.36 -2.50 -5.32
H -11.10 -2.53 -3.56
C 3.25 -2.06 5.00
C 2.81 -0.62 5.19
O 1.50 -0.59 4.61
S 0.77 -1.99 4.85
O -0.07 -1.90 5.99
O 0.28 -2.45 3.60
O 2.07 -2.83 5.24
H 3.59 -2.25 3.98
H 4.04 -2.35 5.70
H 3.46 0.09 4.68
H 2.74 -0.36 6.24
*
```

Values from the calculation:
- LUMO (hartree) = -0.0244
- SMILES = C=CCc1ccc2c(c1)C(=O)c1cc(O)c(CCCCCCCCCCCCCCC)c(C[C@H](C)I)c1C2=O.O=S1(=O)OCCO1.O=S1(=O)OCCO1
- orbital gap (eV) = 8.52
- E_HOMO (eV) = -9.187

=====

Record 2
8 unconnected molecules or ions with the total composition C39H56F7NO27P in a non-equilibrium geometry, computed with ωB97M-V/def2-TZVPD.

ORCA input file:
```
! wB97M-V def2-TZVPD RIJCOSX def2/J DEFGRID3
* xyz 0 2
C -3.46 2.66 -0.67
C -2.17 1.99 -0.21
O -1.71 0.92 -1.07
P -2.31 -0.51 -0.76
O -2.05 -0.99 0.62
C -1.58 -1.57 -2.00
C -0.12 -1.86 -1.65
C 0.53 -3.10 -2.33
C 1.10 -2.63 -3.69
C 2.39 -1.81 -3.61
C 2.72 -1.18 -4.92
O 2.37 -1.60 -5.99
O 3.49 -0.09 -4.80
C -0.43 -4.26 -2.64
C -0.83 -5.20 -1.49
C -1.45 -6.44 -2.15
C -1.89 -4.62 -0.54
N 0.37 -5.65 -0.75
O 0.13 -6.55 0.13
C 1.37 -4.63 -0.34
C 2.68 -5.38 -0.03
C 0.96 -3.93 0.96
C 1.69 -3.65 -1.48
O -3.86 -0.40 -1.09
C -4.70 -1.52 -0.75
C -5.43 -2.03 -1.98
H -4.28 2.42 0.00
H -3.34 3.75 -0.64
H -3.72 2.34 -1.68
H -2.26 1.63 0.82
H -1.36 2.72 -0.21
H -1.69 -1.08 -2.97
H -2.22 -2.46 -1.99
H 0.02 -1.90 -0.57
H 0.44 -0.98 -1.98
H 0.35 -2.03 -4.21
H 1.29 -3.50 -4.33
H 3.24 -2.47 -3.39
H 2.34 -1.05 -2.83
H 3.68 0.21 -5.70
H 0.09 -4.89 -3.37
H -1.34 -3.92 -3.14
H -2.08 -6.16 -2.99
H -2.00 -7.04 -1.42
H -0.65 -7.08 -2.53
H -2.85 -4.66 -1.06
H -1.72 -3.58 -0.25
H -1.98 -5.25 0.34
H 2.56 -5.92 0.91
H 2.95 -6.05 -0.84
H 3.46 -4.64 0.13
H 1.79 -3.32 1.32
H 0.77 -4.69 1.72
H 0.06 -3.32 0.88
H 2.20 -2.81 -1.00
H 2.39 -4.15 -2.16
H -4.09 -2.32 -0.33
H -5.38 -1.21 0.04
H -5.53 -1.23 -2.72
H -6.41 -2.41 -1.70
H -4.87 -2.84 -2.45
C 1.27 -0.64 -9.48
C 2.71 -1.10 -9.50
O 3.40 0.09 -9.82
C 2.64 1.14 -9.38
O 3.04 2.25 -9.27
O 1.40 0.72 -9.08
F 2.94 -2.03 -10.46
H 0.84 -0.70 -10.48
H 0.65 -1.19 -8.78
H 3.07 -1.48 -8.54
C -0.59 0.63 3.58
C -0.06 1.85 2.86
O 1.07 2.21 3.64
C 1.53 1.07 4.22
O 2.60 0.97 4.74
O 0.62 0.08 4.12
F -0.95 2.88 2.87
H -1.26 0.92 4.39
H -1.08 -0.08 2.92
H 0.25 1.66 1.83
C 0.94 4.06 6.93
C 1.46 3.76 8.31
O 0.29 3.29 8.97
C -0.53 2.75 8.03
O -1.46 2.06 8.27
O -0.13 3.11 6.80
F 1.92 4.86 8.95
H 0.54 5.07 6.86
H 1.68 3.92 6.15
H 2.23 2.98 8.35
C 0.69 -1.33 -13.48
C -0.17 -1.43 -14.72
O -1.46 -1.66 -14.18
C -1.50 -1.12 -12.93
O -2.48 -0.93 -12.30
O -0.24 -0.82 -12.52
F 0.18 -2.47 -15.51
H 1.03 -2.32 -13.16
H 1.54 -0.66 -13.58
H -0.20 -0.52 -15.33
C -1.13 8.81 8.36
C -0.02 8.16 9.16
O 0.62 7.35 8.19
C 0.41 7.92 6.97
O 0.99 7.62 5.98
O -0.56 8.86 7.05
F -0.49 7.37 10.16
H -2.02 8.17 8.35
H -1.39 9.80 8.71
H 0.71 8.86 9.58
C 6.78 -7.42 1.38
C 6.10 -7.95 2.62
O 5.56 -6.78 3.19
C 5.33 -5.89 2.19
O 4.66 -4.92 2.28
O 5.97 -6.29 1.06
F 6.98 -8.51 3.49
H 7.79 -7.09 1.60
H 6.79 -8.13 0.55
H 5.30 -8.66 2.44
C -4.89 11.73 11.59
C -5.19 10.69 10.52
O -3.90 10.47 9.97
C -2.98 10.74 10.94
O -1.84 10.42 10.88
O -3.55 11.41 11.96
F -6.01 11.16 9.56
H -4.93 12.74 11.17
H -5.55 11.67 12.45
H -5.58 9.75 10.90
*
```

Values from the calculation:
- LUMO (alpha / beta) (hartree) = 0.0122 / 0.0120
- expectation value of S² = 0.75
- orbital gap (alpha / beta) (eV) = 8.57 / 9.78
- ΔE to the lowest compared entry with this formula, charge and spin (eV) = 0.0000
- E_HOMO (alpha / beta) (eV) = -8.238 / -9.455

=====

Record 3
A molecular structure, C39H56N3O7PSSiSr in a non-equilibrium geometry, computed with ωB97M-V/def2-TZVPD.

ORCA input file:
```
! wB97M-V def2-TZVPD RIJCOSX def2/J DEFGRID3
* xyz 0 1
Sr -0.96 1.04 -1.81
N 0.96 -0.71 1.74
C 1.76 0.14 2.45
C 2.14 -0.15 3.77
C 3.06 0.62 4.44
C 3.62 1.72 3.82
C 3.24 2.05 2.53
C 2.33 1.27 1.83
P 1.81 1.65 0.11
C 3.13 0.78 -0.81
C 3.55 1.29 -2.04
C 4.52 0.64 -2.77
C 5.08 -0.54 -2.29
C 4.66 -1.05 -1.07
C 3.68 -0.40 -0.34
C 2.37 3.39 -0.02
C 1.39 4.37 0.14
C 1.75 5.70 0.18
C 3.08 6.08 0.04
C 4.05 5.10 -0.15
C 3.70 3.77 -0.18
H 0.43 -1.38 2.28
H 0.42 -0.29 0.99
H 1.69 -1.01 4.25
H 3.34 0.36 5.45
H 4.35 2.33 4.34
H 3.67 2.93 2.07
H 3.10 2.20 -2.42
H 4.84 1.04 -3.72
H 5.84 -1.04 -2.86
H 5.11 -1.96 -0.69
H 3.35 -0.81 0.60
H 0.35 4.06 0.24
H 0.99 6.46 0.31
H 3.36 7.12 0.07
H 5.08 5.39 -0.27
H 4.46 3.01 -0.32
O -1.56 -1.87 0.96
C -2.22 -0.86 0.93
C -3.57 -0.68 1.63
C -3.96 0.76 1.30
C -2.82 1.22 0.41
O -2.74 2.31 -0.15
N -1.87 0.29 0.28
H -3.45 -0.86 2.70
H -4.27 -1.41 1.23
H -4.02 1.40 2.18
H -4.91 0.84 0.77
C -0.64 4.33 -4.22
C -0.42 3.80 -5.64
C 1.08 3.78 -5.94
C -1.15 4.70 -6.64
O -0.94 2.50 -5.80
Si -0.94 1.27 -4.72
S 0.85 1.10 -3.72
O -2.16 1.50 -3.63
C -3.55 1.44 -3.91
C -4.08 0.07 -3.49
C -4.24 2.55 -3.10
C -3.86 1.66 -5.40
O -1.39 -0.07 -5.53
C -0.79 -0.64 -6.66
C -0.97 0.27 -7.88
C -1.50 -1.97 -6.90
C 0.70 -0.88 -6.41
H -0.36 5.38 -4.18
H -0.02 3.79 -3.51
H -1.68 4.23 -3.93
H 1.49 4.78 -5.83
H 1.26 3.43 -6.95
H 1.58 3.12 -5.24
H -0.65 5.66 -6.71
H -2.18 4.88 -6.31
H -1.18 4.23 -7.62
H -3.94 -0.08 -2.42
H -3.53 -0.71 -4.01
H -5.13 -0.01 -3.73
H -4.00 2.46 -2.04
H -5.31 2.48 -3.23
H -3.91 3.52 -3.45
H -3.47 0.83 -5.98
H -3.40 2.58 -5.75
H -4.93 1.72 -5.55
H -2.02 0.43 -8.09
H -0.49 -0.17 -8.74
H -0.51 1.24 -7.68
H -2.55 -1.81 -7.15
H -1.46 -2.59 -6.01
H -1.03 -2.51 -7.72
H 1.23 0.06 -6.38
H 1.12 -1.52 -7.18
H 0.82 -1.35 -5.44
O -1.39 -1.49 -2.43
C -0.33 -1.79 -1.94
O 0.38 -0.93 -1.23
C 0.35 -3.15 -2.06
N 1.75 -2.94 -1.70
C 2.42 -2.68 -2.97
C 1.78 -3.65 -3.97
C 0.31 -3.70 -3.52
H -0.16 -3.82 -1.36
H 2.14 -3.77 -1.26
H 1.24 -1.39 -1.02
H 3.50 -2.79 -2.88
H 2.21 -1.64 -3.26
H 2.24 -4.64 -3.87
H 1.90 -3.32 -5.00
H -0.10 -4.70 -3.56
H -0.32 -3.05 -4.12
*
```

Values from the calculation:
- LUMO (hartree) = 0.0197
- orbital gap (eV) = 8.33
- E_HOMO (eV) = -7.796

=====

Record 4
A molecular structure, C39H57BGeN12O3Si3Sr, computed with ωB97M-V/def2-TZVPD.

ORCA input file:
```
! wB97M-V def2-TZVPD RIJCOSX def2/J DEFGRID3
* xyz 0 1
Sr 0.77 0.11 0.73
C -3.94 0.90 -0.39
C -2.57 1.20 -0.47
N -1.87 0.45 0.37
N -2.77 -0.35 0.99
C -4.02 -0.09 0.55
B -2.26 -1.18 2.19
N -1.14 -2.17 1.71
C -0.70 -3.25 2.39
C 0.31 -3.85 1.67
C 0.43 -3.04 0.53
N -0.45 -2.05 0.54
N -1.69 -0.18 3.24
C -2.32 0.39 4.29
C -1.53 1.40 4.78
C -0.42 1.41 3.93
N -0.53 0.47 2.99
N -3.37 -2.02 2.84
C -3.45 -2.50 4.11
C -4.42 -3.47 4.13
C -4.88 -3.53 2.80
N -4.23 -2.67 2.03
H -4.75 1.34 -0.95
H -2.06 1.92 -1.09
H -4.85 -0.66 0.93
H -1.16 -3.53 3.33
H 0.88 -4.72 1.93
H 1.15 -3.11 -0.27
H -3.29 0.04 4.62
H -1.73 2.04 5.62
H 0.47 2.02 3.94
H -2.81 -2.14 4.89
H -4.75 -4.04 4.98
H -5.64 -4.16 2.37
O 2.29 -0.91 2.41
C 2.74 0.19 2.80
O 2.47 1.30 2.25
H 3.42 0.20 3.66
C 6.29 0.75 1.13
N 5.22 0.10 0.42
C 5.06 -1.33 0.22
C 3.75 -1.38 -0.55
O 3.24 -2.39 -1.00
N 3.23 -0.10 -0.63
C 4.14 0.70 -0.10
N 4.04 2.04 -0.13
H 6.95 0.00 1.54
H 5.91 1.34 1.97
H 6.88 1.40 0.47
H 4.95 -1.87 1.17
H 5.88 -1.77 -0.35
H 3.12 2.39 -0.38
H 4.49 2.57 0.60
C 0.17 -3.30 -2.87
Si -0.90 -1.79 -3.18
C -2.45 -2.04 -2.17
C -1.30 -1.87 -5.03
Ge 0.11 0.40 -3.32
Si -1.66 1.64 -4.47
C -3.37 0.91 -4.20
C -1.79 3.41 -3.82
C -1.34 1.72 -6.32
Si 2.17 0.07 -4.55
C 1.94 0.53 -6.36
C 2.73 -1.72 -4.56
C 3.62 1.01 -3.80
H -0.21 -4.02 -3.61
H -0.03 -3.73 -1.90
H 1.24 -3.21 -3.01
H -2.47 -3.09 -1.87
H -3.38 -1.84 -2.70
H -2.44 -1.45 -1.25
H -1.70 -2.88 -5.19
H -0.40 -1.79 -5.65
H -2.04 -1.16 -5.39
H -4.04 1.69 -3.82
H -3.41 0.10 -3.49
H -3.79 0.55 -5.15
H -1.97 3.43 -2.75
H -2.68 3.84 -4.30
H -0.95 4.06 -4.05
H -1.25 0.73 -6.75
H -0.45 2.29 -6.59
H -2.21 2.21 -6.79
H 1.12 -0.04 -6.82
H 2.86 0.27 -6.89
H 1.75 1.59 -6.53
H 2.03 -2.40 -5.06
H 2.94 -2.10 -3.56
H 3.67 -1.74 -5.13
H 4.07 1.69 -4.53
H 4.38 0.28 -3.50
H 3.36 1.60 -2.91
N 0.33 1.57 -1.77
C 0.75 2.77 -1.83
C 0.37 3.72 -0.71
C -0.19 4.94 -1.08
C -0.66 5.83 -0.13
C -0.55 5.53 1.22
C 0.04 4.34 1.60
C 0.49 3.44 0.65
C 1.58 3.46 -2.88
C 1.47 3.30 -4.25
C 2.32 3.96 -5.13
C 3.33 4.77 -4.64
C 3.47 4.94 -3.27
C 2.59 4.31 -2.41
H -0.27 5.19 -2.13
H -1.12 6.76 -0.45
H -0.91 6.23 1.97
H 0.15 4.09 2.65
H 0.95 2.54 1.04
H 0.71 2.66 -4.67
H 2.20 3.82 -6.20
H 4.00 5.28 -5.33
H 4.25 5.58 -2.88
H 2.68 4.50 -1.34
*
```

Values from the calculation:
- LUMO (hartree) = 0.0070
- orbital gap (eV) = 8.29
- ΔE to the lowest compared entry with this formula, charge and spin (eV) = 0.1282
- E_HOMO (eV) = -8.096

=====

Calculated DFT total energy (eV), listed in the same order as above: -93626.7832, -126437.8855, -89003.1058, -147062.9678